Below is 6 unconnected molecules or ions with the total composition C36H80N4O6 at a distorted geometry, with properties calculated with the ωB97M-V functional and the def2-TZVPD basis.

As for the structure (SMILES): CC1(C)CCCC(C)(C)N1O.CC1(C)CCCC(C)(C)N1O.CC1(C)CCCC(C)(C)N1O.CC1(C)CCCC(C)(C)N1O.O.O. The max |F| comes out at 0.092 hartree/bohr. The value obtained for the HOMO energy is -7.71 eV. Its total energy is -2089.84949 Ha. Its energy above the lowest of the compared OMol25 structures with the same formula, charge and spin is 329.0 kJ/mol.

Geometry as XYZ:
```
126
Properties=species:S:1:pos:R:3:forces:R:3:lowdin_charge:R:1
C -2.60424 3.88549 -1.13291 0.0 1.1 1.2 -0.04
H -1.99529 4.77665 -1.28502 0.3 -0.1 0.5 0.08
H 6.09248 -0.74077 -0.82240 -0.1 -0.1 -0.6 0.12
H 0.45917 -7.53274 1.07488 0.4 0.0 0.2 0.11
H -0.71522 -0.61529 -3.96482 -0.2 0.5 0.1 0.04
H -2.10092 -4.43343 3.68072 0.0 -0.4 -1.1 0.10
H 5.01459 -1.20002 0.42352 -0.3 -0.5 -0.1 0.12
H 0.38736 2.30343 6.94016 -0.4 -0.2 -0.4 0.09
H -1.59606 3.55982 5.02100 0.4 0.3 -0.3 0.08
C 4.66088 -2.46006 -2.18220 -0.9 1.2 0.2 -0.02
H 2.01050 1.72842 -0.98535 0.5 -0.2 0.1 0.04
H 0.52221 -0.71296 3.07596 0.3 0.1 0.0 0.08
C 4.38231 2.01040 -3.64884 -0.4 0.3 -0.2 -0.04
C -0.92471 -6.36298 0.02791 0.3 0.8 0.8 -0.16
H -4.11672 -0.30805 -3.46515 0.1 0.3 -0.3 0.08
H 5.81004 1.88879 -1.67901 0.2 -0.6 -0.4 0.12
C 0.77283 -3.32248 1.95534 -0.3 -0.2 1.0 -0.02
O 0.92336 4.55470 3.72163 -1.3 -0.3 -0.1 -0.02
N 3.84494 -0.07383 -2.64939 3.7 -1.2 2.7 -0.15
C 1.31453 1.16656 2.23341 0.9 -1.8 1.4 -0.16
H -3.51511 -0.90434 -1.99763 0.1 0.5 0.6 0.07
C 0.52344 0.86490 4.56891 -0.3 -0.2 -1.4 -0.13
O -2.19428 -3.05877 1.01935 0.0 1.5 0.3 0.02
H -1.76832 -6.87664 0.48894 0.0 0.1 0.4 0.12
O -0.09109 -1.25516 -3.62239 0.3 -0.2 0.3 -0.03
H 5.62137 -2.34243 -2.68393 -0.1 0.5 0.0 0.08
H 2.46785 4.36108 1.84091 -0.1 0.2 -0.2 0.07
N 1.07588 3.14612 3.61254 1.0 -1.0 0.5 -0.09
H 3.67932 1.94105 -4.47895 0.2 -0.1 -0.1 0.08
C 5.05477 -0.63320 -0.50665 -0.3 0.4 0.3 -0.14
C 4.80440 1.75574 -1.28016 0.5 0.0 0.2 -0.16
C -1.13430 -3.99353 3.43532 0.1 1.6 2.0 -0.05
H -3.32342 0.87980 -0.14385 -0.2 0.1 0.8 0.08
C -5.64927 1.93673 -2.47842 1.2 -0.5 1.2 -0.12
C -0.42171 -4.26712 -1.20640 0.7 1.4 -0.2 -0.03
H 1.20518 -6.05459 0.45272 0.0 -0.1 -0.5 0.10
H 2.22140 0.88497 2.76856 0.9 0.4 -0.5 0.12
H -1.62195 2.54286 3.56258 0.1 -0.1 0.2 0.06
H -0.68624 -6.36579 2.69862 -0.1 0.3 0.6 0.11
H -0.95766 2.42542 1.65236 0.0 0.2 0.2 0.06
C 0.29924 -6.46977 0.89432 0.6 0.1 1.0 -0.19
H 2.23352 -0.63985 -3.26195 -1.0 -0.2 -0.6 0.05
H -0.16302 -1.28341 -1.28588 0.0 0.0 -0.6 -0.01
H 1.51833 0.52858 4.86077 0.1 0.3 0.3 0.12
C -4.40829 4.02183 -2.96668 1.5 1.0 -0.5 -0.12
H 1.32642 -3.36868 2.89316 0.2 0.3 0.1 0.09
H 0.56177 -3.98592 -0.82986 0.1 -0.1 0.2 0.07
C -1.24677 2.62496 4.58267 0.7 0.0 0.6 -0.01
H -2.13120 3.57428 -4.50085 0.3 0.1 0.0 0.08
C 1.17020 2.66660 2.20087 -0.2 0.1 -0.1 -0.45
O 3.08784 -0.51963 -3.68298 -0.9 -0.1 -0.4 0.00
H 0.06976 2.52797 0.27358 0.4 0.1 -0.1 0.06
H -0.26351 4.00203 1.19269 -0.1 0.0 0.0 0.09
C -0.06932 2.93271 1.27604 0.5 0.6 0.5 -0.02
H -6.59038 3.77559 -2.73273 0.2 0.5 -0.7 0.12
H 4.83368 -3.14707 -1.35381 -0.4 -0.4 -0.2 0.08
H -0.91374 -3.33817 -1.49456 0.1 0.2 -0.5 0.07
H -3.51421 -5.59827 -0.27448 0.4 0.2 1.0 0.08
C 4.04215 -1.15946 -1.55512 0.5 1.3 -1.1 -0.42
C 4.87635 0.81741 -0.09036 -0.2 0.5 -0.6 -0.18
N -3.06701 1.94871 -2.56012 -3.1 -0.1 -1.9 -0.14
H 1.79066 4.96035 3.65211 0.3 -0.4 0.2 0.09
C -4.28420 1.29732 -0.44497 -0.6 0.1 -0.3 -0.04
H 1.87154 2.79932 6.14734 0.2 -0.5 -0.1 0.08
H 0.53922 -0.78327 -0.04145 0.1 0.0 0.1 -0.02
C 2.33675 1.82589 -2.02080 1.0 0.8 -0.7 0.00
H -3.37503 4.19592 -0.42748 -0.7 0.1 -0.5 0.08
H -4.45610 5.06078 -2.64050 0.7 0.3 -0.3 0.12
H -0.91785 3.28559 -3.17819 -0.2 -0.3 -0.2 0.07
H -0.50984 -2.10278 -3.77215 -0.1 -0.3 -0.1 0.04
H -1.29528 -2.91630 3.47731 -0.2 0.2 0.3 0.08
H 0.35504 -2.31950 1.86815 0.5 0.2 -0.4 0.06
H 4.64402 2.78133 -0.94766 -0.7 0.1 0.1 0.12
H -2.74112 -5.68559 -1.72707 0.8 0.2 -0.3 0.08
O -0.22162 -0.61960 -0.59875 -0.7 0.2 0.5 -0.04
C -1.30406 -4.86698 -0.16833 -2.6 -3.0 -0.5 -0.47
H -3.19692 -4.10663 -1.08599 0.1 0.1 -0.1 0.07
H 2.70877 3.21578 0.58042 -0.4 -0.4 -0.1 0.06
C -5.62721 3.43698 -2.35096 -0.2 -0.2 -0.3 -0.23
N -1.44652 -4.18031 1.12424 0.7 -3.8 -1.1 -0.14
H -4.55403 2.25967 -0.01004 0.8 0.3 -0.1 0.07
H -4.45873 4.04463 -4.05528 0.1 -0.3 -0.1 0.12
C 0.34038 0.36018 3.13425 -0.2 1.2 -1.4 -0.17
H 0.61221 3.90727 6.18474 -0.5 0.0 0.2 0.07
H -0.79107 -6.90400 -0.90887 0.2 0.4 -0.3 0.12
H 1.38638 0.78431 1.21516 -0.1 0.0 -0.1 0.09
H -0.21621 0.30041 5.13668 0.1 0.5 0.6 0.12
C 0.78449 2.83644 6.07628 1.0 1.2 -0.1 -0.05
H 5.77445 1.11976 0.44826 -0.2 0.0 0.6 0.12
H 3.97902 0.98495 0.50530 0.0 -0.2 0.4 0.09
C -4.27966 -0.23379 -2.38995 0.2 0.2 -1.3 -0.04
H 5.30345 1.46117 -3.84358 -0.1 0.1 -0.4 0.09
C -1.83050 3.80072 -3.47791 -1.0 0.4 0.8 -0.02
H -1.57108 -2.42772 0.65193 -0.2 1.1 -0.3 0.07
C -4.26711 1.27433 -1.97941 -1.1 -0.7 0.4 -0.44
C 2.66747 -1.49116 -0.92083 1.5 -0.3 0.2 -0.02
H 1.47142 -3.63324 1.17849 -0.3 0.2 -0.2 0.07
H -1.67668 1.37436 -1.44962 0.7 -0.3 0.6 0.06
H -6.49862 1.71401 -1.83258 0.3 -1.2 0.3 0.11
H -0.23821 -4.89655 -2.07718 -0.4 0.0 0.0 0.10
H 2.87675 -2.30376 -0.22513 -0.3 -0.1 0.2 0.08
H -5.23639 -0.74331 -2.27524 -0.2 0.4 0.6 0.08
H 2.29778 -0.63162 -0.36170 0.0 0.0 -0.2 0.06
C 3.82648 1.37985 -2.38350 -1.8 -0.9 0.3 -0.48
H 3.92484 -2.76889 -2.92448 0.2 -0.7 0.1 0.07
H 1.95896 -1.86071 -1.66215 -0.1 0.2 0.0 0.07
H -0.54987 -4.26041 4.31585 0.5 0.1 0.0 0.09
H -1.60681 4.85401 -3.30873 -0.2 0.2 -0.5 0.08
H 3.40337 2.97390 2.18117 -0.2 -0.5 0.2 0.09
C 0.33003 2.40115 4.69811 -1.9 -0.1 -0.9 -0.45
H -5.68409 3.87811 -1.35584 0.1 -0.9 0.7 0.11
C -2.74385 -5.06470 -0.83120 -0.1 0.9 0.0 -0.04
C 2.50583 3.28881 1.64887 -0.6 0.7 0.3 -0.01
H 4.64323 3.05804 -3.49895 -0.1 0.1 0.1 0.08
C -3.00062 3.41909 -2.51324 -0.1 -0.9 -0.3 -0.46
C -0.40986 -4.25569 2.16162 -0.2 -2.5 -0.7 -0.50
H -2.11141 3.15801 -0.48793 0.6 -0.1 -0.6 0.05
H -0.63295 0.50757 2.66629 -0.6 0.0 0.7 0.10
H 2.29854 2.88606 -2.27112 -0.2 0.3 0.2 0.08
H 1.01818 -5.86978 2.85957 -0.1 0.4 0.1 0.12
C 0.10997 -5.75923 2.26708 -1.2 -0.2 -1.7 -0.10
O -1.87602 1.27302 -2.38321 -0.1 0.0 0.3 -0.02
H -5.14704 0.72174 -0.10985 0.4 -0.7 0.1 0.09
H -5.91090 1.53874 -3.45886 0.2 0.5 -0.3 0.12
H 1.54821 1.37670 -2.62457 0.3 -0.3 -0.2 0.07
H -1.72404 1.88007 5.21942 -0.1 -0.3 -0.2 0.07
```
Forces are in eV/Å.